(1)
106
Properties=species:S:1:pos:R:3:forces:R:3 method="wB97M-V/def2-TZVPD" gap_ev="7.6 / 4.5" s_squared=6.024 spin_multiplicity=5 charge=+3
Pd 0.489757 0.062349 1.159696 -0.09 0.05 0.03
S -2.239580 -1.996985 4.130706 0.00 0.00 0.01
C -2.469500 -0.312866 4.477316 -0.02 -0.02 0.00
C -3.275274 0.244393 5.466906 0.00 0.02 0.00
C -3.313111 1.618495 5.568580 0.01 -0.01 0.00
C -2.569316 2.417478 4.691354 0.00 0.00 0.01
C -1.773298 1.863067 3.710651 -0.02 0.01 -0.03
C -1.712242 0.471241 3.601510 -0.01 0.02 0.00
N -0.975750 -0.290187 2.689221 0.00 -0.01 0.01
C -1.164540 -1.573694 2.869260 0.02 -0.03 -0.04
C -0.407516 -2.513048 2.058381 0.00 -0.01 -0.01
C -0.515444 -3.891611 2.213995 0.00 0.02 0.01
C 0.300930 -4.736678 1.481701 0.01 -0.01 -0.01
C 1.240894 -4.192122 0.620673 0.00 0.00 0.00
C 1.349046 -2.811141 0.459250 0.00 0.00 0.00
C 0.511903 -1.954849 1.153661 0.03 0.06 -0.07
H -3.851869 -0.381544 6.134281 0.00 0.00 0.00
H -3.927020 2.082565 6.327812 0.00 0.00 0.00
H -2.625053 3.494290 4.783064 -0.01 0.00 0.00
H -1.237297 2.496296 3.020136 -0.02 -0.01 -0.01
H -1.222072 -4.304608 2.924863 0.00 0.00 0.00
H 0.228065 -5.808286 1.607374 0.00 0.00 0.00
H 1.912609 -4.841916 0.073937 0.00 0.00 0.00
H 2.102388 -2.437681 -0.217560 0.00 -0.02 0.02
C 0.829386 1.940859 -2.778756 0.01 0.02 0.04
N 0.658867 1.133644 -1.560452 0.00 0.01 -0.13
P -0.796447 0.610431 -0.895425 0.07 -0.02 0.13
C -2.036585 1.909927 -0.847757 -0.03 -0.01 0.09
C -2.640983 2.094657 0.396376 -0.02 0.01 -0.02
C -3.668866 3.011247 0.556240 0.00 0.01 -0.01
C -4.096727 3.759679 -0.529953 0.00 -0.01 0.00
C -3.506042 3.579715 -1.775549 -0.01 0.01 0.00
C -2.489526 2.654660 -1.941945 0.01 0.01 -0.04
C -1.576891 -0.667269 -1.949524 0.03 0.05 -0.03
C -2.882702 -1.217618 -1.198073 -0.02 0.03 0.05
C -4.018375 -1.446353 -2.152285 -0.01 0.00 -0.01
C -3.752013 -1.759547 -3.419103 0.02 0.00 0.01
C -2.320296 -1.709289 -3.941628 -0.01 0.01 0.00
C -1.806157 -0.409221 -3.389979 -0.04 -0.04 -0.01
P 1.927258 0.480330 -0.635986 0.06 -0.05 -0.14
C 2.714566 -0.748396 -1.696270 0.03 0.04 0.02
C 4.014701 -1.163435 -1.395383 -0.03 0.00 0.04
C 4.635030 -2.122836 -2.177357 -0.01 -0.03 -0.03
C 3.971565 -2.660183 -3.274418 0.03 0.00 0.03
C 2.686852 -2.238479 -3.587090 -0.03 0.02 0.01
C 2.053571 -1.290492 -2.795973 0.01 -0.02 -0.01
C 3.260838 1.658200 -0.385678 -0.02 0.03 0.06
C 3.950463 2.179939 -1.485651 0.00 0.01 0.00
C 5.020338 3.035528 -1.287379 -0.01 0.00 -0.01
C 5.436149 3.343860 0.002530 0.00 0.00 0.00
C 4.789676 2.785784 1.095670 0.00 0.01 0.01
C 3.701412 1.946966 0.903708 0.01 -0.01 -0.01
H -0.094270 2.470255 -2.991816 0.04 -0.03 -0.01
H 1.105349 1.331740 -3.639967 0.01 -0.03 0.01
H 1.593216 2.696446 -2.610656 0.01 0.01 0.01
H -2.308969 1.508064 1.240524 0.00 0.00 0.03
H -4.132455 3.136733 1.526159 0.00 0.00 0.00
H -4.895349 4.479878 -0.412991 0.00 0.00 0.00
H -3.844659 4.158730 -2.624041 0.00 0.00 0.00
H -2.067041 2.530386 -2.929284 -0.03 -0.01 0.03
H -3.171112 -0.707051 -0.279285 0.00 -0.01 0.00
H -5.032857 -1.412340 -1.776244 0.00 0.00 0.00
H -4.552376 -1.964348 -4.119061 0.00 0.00 0.00
H -2.314324 -1.756876 -5.029712 0.01 -0.02 0.00
H -2.036206 0.543896 -3.839321 0.00 0.01 0.00
H 4.544178 -0.732776 -0.552973 0.00 -0.02 -0.02
H 5.641052 -2.442684 -1.942444 0.00 0.00 0.00
H 4.465614 -3.395901 -3.894666 0.00 0.00 0.00
H 2.189963 -2.635067 -4.463410 -0.01 0.00 0.00
H 1.054095 -0.955572 -3.049930 0.03 0.04 -0.02
H 3.679203 1.900034 -2.495512 -0.01 0.00 -0.01
H 5.544915 3.445602 -2.139637 0.00 0.00 0.00
H 6.282296 4.001144 0.151794 0.00 0.00 0.00
H 5.143257 2.992041 2.097486 0.00 0.00 0.00
H 3.220501 1.484511 1.754589 0.03 -0.01 -0.02
C 0.801888 4.817090 1.980971 -0.01 0.01 -0.01
N 1.227459 3.769613 2.914240 0.00 -0.01 -0.01
C 1.752682 4.062784 4.136655 0.01 0.00 0.01
C 2.154381 3.091990 4.981741 -0.01 0.00 -0.01
C 2.018945 1.745148 4.532951 -0.02 0.01 0.02
N 1.502891 1.464573 3.333729 0.03 0.03 -0.02
C 1.098349 2.460668 2.540566 -0.02 0.01 0.01
O 0.574090 2.215300 1.413880 0.03 -0.08 0.05
N 2.408475 0.726223 5.295629 0.00 0.00 -0.01
H 1.012725 5.784037 2.427825 0.00 0.00 0.00
H -0.264208 4.728061 1.779746 0.01 0.00 0.00
H 1.347703 4.715646 1.045630 0.00 0.01 0.00
H 1.823928 5.113364 4.381520 0.00 0.00 0.00
H 2.566307 3.331513 5.949955 0.00 0.00 0.00
H 2.808852 0.875497 6.205694 0.00 0.00 0.01
H 2.311840 -0.216931 4.958918 0.00 0.00 -0.01
N -1.151282 -4.951370 -5.396834 -0.07 0.05 0.11
C -1.396106 -5.157847 -4.106236 0.08 -0.35 -0.11
O -1.240825 -6.336867 -3.615970 -0.04 0.31 0.00
C -1.722646 -4.172324 -3.138861 0.03 0.09 -0.11
C -1.320039 -2.727302 -3.293097 0.03 -0.05 0.04
C -1.062327 -2.135235 -1.903675 0.03 -0.01 0.05
N -2.133725 -2.499328 -0.973623 -0.03 -0.04 -0.11
C -2.683757 -3.724326 -0.962645 0.02 -0.02 0.06
C -2.361635 -4.630097 -1.966420 -0.03 -0.03 0.07
H -0.868247 -5.722009 -5.985746 0.00 -0.01 0.02
H -1.484657 -4.114737 -5.847235 0.02 0.00 -0.01
H -0.391409 -2.672960 -3.869265 -0.03 -0.01 -0.01
H -0.067884 -2.342511 -1.515112 -0.05 -0.01 0.02
H -3.461864 -3.924969 -0.236506 0.00 -0.01 -0.01
H -2.729695 -5.644806 -1.907712 0.00 -0.01 -0.02


(2)
106
Properties=species:S:1:pos:R:3:forces:R:3 method="wB97M-V/def2-TZVPD" gap_ev=8.6 charge=0
C -4.275641 -0.370513 1.171667 0.36 0.15 0.01
C -3.145187 -0.888096 0.277146 -0.54 -0.32 -0.09
C -2.249244 -1.961144 0.905015 0.23 1.26 -0.30
C -1.249393 -1.490573 1.974331 1.13 -2.15 1.93
Br -0.807480 -3.289890 2.824250 -0.02 0.16 -0.42
C 0.074433 -0.803108 1.473674 -0.94 -0.42 0.34
Cl 1.595196 -1.327683 2.253054 -0.16 0.20 0.06
N -0.168004 0.607192 1.710521 -0.92 -0.53 -0.59
C -1.227110 0.785700 2.651040 0.01 1.10 0.10
O -1.603792 1.886934 2.986377 -0.18 -1.45 -0.41
C -1.725377 -0.580599 3.114260 0.56 0.46 -0.02
Br -0.811264 -0.741716 4.852202 -0.10 -0.02 -0.09
H -5.048746 0.082146 0.556263 -0.10 0.09 0.03
H -4.727208 -1.177279 1.747538 -0.06 -0.10 -0.02
H -3.927036 0.383332 1.874952 -0.09 0.13 0.04
H -3.641069 -1.374470 -0.566398 0.14 -0.10 -0.12
H -2.569697 -0.074973 -0.167544 -0.23 -0.19 0.33
H -2.829656 -2.772630 1.327138 -0.31 0.10 0.03
H -1.651307 -2.405938 0.113504 0.06 -0.11 -0.02
H 0.213345 -1.064276 0.431486 -0.02 0.40 -0.21
H -0.543473 0.957448 0.831627 0.63 0.82 0.03
H -2.770022 -0.636119 3.372640 -0.15 0.10 -0.20
F -1.099396 0.887347 -0.999289 0.29 0.18 -0.36
C -1.048356 1.604346 -2.162438 0.06 0.20 -0.25
C -0.758386 2.950097 -2.096496 0.01 0.09 0.28
C -0.697730 3.672963 -3.277554 -0.25 -0.16 -0.07
C -0.938358 3.044158 -4.492067 0.07 0.00 -0.05
C -1.233884 1.688696 -4.528842 0.07 0.12 0.05
C -1.285731 0.952394 -3.352190 -0.07 -0.27 0.05
H -0.580613 3.419514 -1.137040 0.01 -0.02 0.00
H -0.465867 4.725432 -3.247794 -0.03 0.04 0.02
H -0.895225 3.612708 -5.410312 -0.02 0.01 0.00
H -1.425521 1.200415 -5.474469 0.00 -0.02 0.00
H -1.505586 -0.107545 -3.356291 -0.01 0.01 0.02
F 8.940123 -1.135524 1.162371 0.02 0.00 0.00
C 7.594559 -1.197695 1.115771 -0.18 -0.01 0.00
C 6.926858 -1.968544 2.045937 0.07 -0.09 0.13
C 5.541523 -2.026175 1.996147 0.01 0.06 -0.10
C 4.846218 -1.325220 1.020314 -0.07 -0.03 -0.07
C 5.540232 -0.559458 0.093295 0.02 -0.08 0.09
C 6.925118 -0.488087 0.139416 0.06 0.10 -0.13
H 7.487699 -2.512406 2.794203 0.02 0.02 -0.01
H 5.003072 -2.620757 2.722403 0.01 -0.02 0.01
H 3.765277 -1.376923 0.986427 0.19 0.03 -0.05
H 5.001306 -0.013348 -0.669716 0.03 0.01 0.07
H 7.484040 0.109125 -0.568758 0.03 -0.02 0.01
F 2.875775 6.728032 5.391625 0.01 0.01 0.01
C 1.939004 5.957068 4.798955 -0.13 -0.11 -0.08
C 1.198477 6.483470 3.760377 0.02 0.17 -0.08
C 0.239468 5.684967 3.152235 0.06 -0.11 0.12
C 0.027075 4.383729 3.590291 -0.12 0.03 -0.13
C 0.783134 3.879667 4.639628 0.01 0.08 -0.05
C 1.750640 4.666150 5.249298 0.08 -0.08 0.13
H 1.373762 7.501443 3.438130 0.03 -0.01 0.02
H -0.344904 6.081862 2.332412 -0.01 0.03 0.01
H -0.721053 3.754825 3.121956 0.18 0.21 0.09
H 0.618185 2.867116 4.985259 0.00 -0.01 -0.01
H 2.354685 4.287975 6.063403 0.00 0.03 0.01
F -3.407998 4.675241 -5.997961 0.01 0.00 -0.02
C -4.416522 4.769753 -5.105579 -0.16 0.02 0.14
C -5.482647 5.599305 -5.388447 -0.01 0.10 -0.15
C -6.519782 5.690759 -4.471569 0.06 -0.08 0.07
C -6.473929 4.964166 -3.289529 -0.04 0.01 0.04
C -5.389294 4.139382 -3.024823 -0.07 0.09 -0.09
C -4.351139 4.034623 -3.939286 0.12 -0.14 0.07
H -5.495530 6.161896 -6.312359 0.02 -0.02 -0.01
H -7.365495 6.331423 -4.681327 0.01 0.02 -0.01
H -7.283171 5.041401 -2.575918 0.00 0.00 0.00
H -5.349174 3.575217 -2.102603 0.01 -0.02 0.00
H -3.501677 3.391654 -3.754564 0.01 0.01 -0.02
F -3.927154 -6.965239 4.033758 -0.02 0.01 -0.01
C -2.735945 -7.508712 4.353578 0.17 -0.08 0.04
C -2.665612 -8.863367 4.609220 -0.14 -0.11 -0.01
C -1.436871 -9.419507 4.934119 0.05 0.11 -0.01
C -0.304977 -8.619203 5.006873 0.05 -0.03 0.01
C -0.400615 -7.258445 4.749535 -0.04 -0.10 0.00
C -1.623163 -6.694668 4.415535 0.01 0.17 -0.02
H -3.561177 -9.467612 4.553666 -0.01 0.02 -0.02
H -1.363959 -10.480553 5.131017 -0.02 -0.01 0.01
H 0.650553 -9.056298 5.263891 0.00 0.00 0.00
H 0.479185 -6.631715 4.808921 0.00 0.02 -0.02
H -1.716729 -5.638062 4.203960 -0.06 -0.01 0.02
F 1.862675 4.494390 -3.707647 0.27 0.13 -0.06
C 3.006831 3.890850 -3.320744 0.13 -0.15 0.06
C 2.975509 2.542194 -3.028220 -0.17 -0.13 -0.01
C 4.149668 1.918420 -2.633116 0.05 0.13 -0.01
C 5.326775 2.646780 -2.527969 0.03 -0.04 0.02
C 5.332107 4.003015 -2.823952 -0.05 -0.11 0.01
C 4.165018 4.634552 -3.228966 0.00 0.18 -0.03
H 2.044171 1.995928 -3.110934 -0.01 0.03 -0.03
H 4.144303 0.860502 -2.406863 -0.05 0.01 -0.05
H 6.239545 2.157362 -2.215558 0.01 0.00 0.01
H 6.247379 4.572668 -2.738970 0.00 0.02 -0.01
H 4.148653 5.688750 -3.471036 -0.03 0.00 0.01
F -2.015723 -4.652683 -0.922489 0.00 0.01 -0.01
C -0.926963 -4.814729 -1.702490 0.17 -0.04 -0.11
C 0.205533 -4.068356 -1.441280 -0.03 0.13 0.11
C 1.323398 -4.242533 -2.244025 -0.06 -0.05 -0.07
C 1.292532 -5.147778 -3.295613 0.04 0.00 -0.03
C 0.142241 -5.884679 -3.542438 0.05 0.08 0.07
C -0.977553 -5.723755 -2.739417 -0.14 -0.09 -0.05
H 0.208898 -3.365427 -0.618928 0.03 -0.07 0.07
H 2.220246 -3.670604 -2.046461 0.00 0.01 0.02
H 2.164963 -5.279237 -3.921210 0.00 -0.01 0.00
H 0.115415 -6.588461 -4.363179 -0.01 -0.02 0.01
H -1.880686 -6.294168 -2.909941 -0.01 0.02 0.02


Per-record ΔE to the lowest compared entry with this formula, charge and spin, kcal per mole: 0.0; 0.0